DFT (ωB97M-V with the def2-TZVPD basis set) results for C30H75BaF3N5O12S as an isolated structure in a non-equilibrium geometry.

```
127
Properties=species:S:1:pos:R:3:forces:R:3
Ba 4.2610 -0.7323 -2.4344 -0.7 0.2 0.8
C 1.0438 1.6050 0.5330 -0.1 -0.4 0.2
F 0.2230 1.7855 1.5587 0.1 0.1 -0.2
F 0.5155 2.1841 -0.5569 0.2 0.1 0.1
F 2.2200 2.1951 0.8046 -0.2 0.1 -0.1
S 1.2994 -0.2005 0.2307 -0.2 -0.2 0.7
O 2.5004 -0.1670 -0.6215 0.6 -0.1 -0.8
O 1.5409 -0.7879 1.5163 0.4 0.2 0.1
O 0.1068 -0.6598 -0.4048 -0.3 0.3 -0.6
C 7.3549 2.9225 -3.0794 1.0 0.1 0.7
C 6.5828 1.7489 -2.5179 -0.4 -0.4 0.1
C 6.5711 1.7405 -0.9950 -0.4 0.2 -0.3
O 5.7472 0.6713 -0.5289 -0.1 -0.1 -0.1
C 5.4041 0.8454 0.8646 -0.4 0.1 -0.3
N 5.1762 1.7596 -2.9995 -0.1 -0.1 -0.3
H 7.6570 2.8175 -4.1190 -0.4 -0.1 -0.1
H 8.2979 3.0373 -2.5296 -0.1 0.0 -0.1
H 6.8054 3.8490 -2.9129 -0.1 0.0 -0.2
H 7.0256 0.7783 -2.7974 0.1 0.2 -0.3
H 6.1534 2.7058 -0.6785 0.1 -0.1 0.3
H 7.5765 1.6034 -0.5946 0.1 0.2 0.0
H 4.8559 -0.0285 1.2071 0.1 -0.1 -0.1
H 4.7301 1.7001 0.9378 0.1 0.1 0.2
H 6.2988 0.9966 1.4653 0.0 0.0 0.0
H 5.1818 1.9761 -3.9954 0.1 0.0 0.0
H 4.6717 2.5667 -2.6157 0.1 0.0 0.1
C 1.2703 2.5416 -4.4433 0.1 -0.1 0.0
C 1.4261 1.2505 -3.6383 0.3 0.6 -0.2
C 0.1430 0.5114 -3.4421 -0.1 -0.7 0.8
O -0.2984 0.0379 -4.6850 0.0 0.2 -0.2
C -1.2534 -0.9908 -4.5620 -0.4 -0.5 0.2
N 2.4225 0.3318 -4.2650 0.6 0.3 0.2
H 0.7088 2.3770 -5.3621 0.0 0.0 0.0
H 2.2530 2.9560 -4.6905 0.0 0.0 0.0
H 0.7725 3.3012 -3.8396 -0.2 -0.1 0.0
H 1.7929 1.5419 -2.6480 0.1 -0.2 0.0
H -0.5904 1.1343 -2.9138 -0.1 0.1 -0.3
H 0.3302 -0.3338 -2.7587 -0.1 0.0 -0.1
H -2.1402 -0.6814 -3.9952 0.1 0.2 0.0
H -0.8409 -1.8695 -4.0461 0.1 0.1 -0.1
H -1.5751 -1.2846 -5.5580 0.1 0.1 -0.1
H 1.9860 -0.2273 -4.9945 -0.3 0.2 0.1
H 3.0677 0.9553 -4.7470 0.0 -0.2 -0.2
C -1.6095 -5.3376 -1.9642 0.0 0.1 0.2
C -1.6082 -4.0167 -1.2050 -0.3 -0.4 0.1
C -2.5143 -4.1038 0.0054 -0.4 -0.3 0.4
O -3.8147 -4.4987 -0.3793 0.1 0.5 -0.2
C -4.7794 -4.1915 0.6010 -0.5 -0.3 -0.3
N -0.2554 -3.6377 -0.7901 -0.2 0.1 -0.5
H -0.8908 -5.3307 -2.7830 0.0 0.1 -0.1
H -2.6134 -5.5287 -2.3399 0.1 -0.1 -0.1
H -1.3429 -6.1608 -1.2936 0.0 0.0 0.0
H -2.0883 -3.2526 -1.8261 0.5 0.2 -0.2
H -2.5441 -3.1231 0.5000 0.0 0.0 0.0
H -2.1366 -4.8417 0.7344 0.2 0.1 0.0
H -4.7066 -4.8798 1.4487 0.1 0.2 0.2
H -5.7594 -4.3301 0.1386 0.1 -0.1 0.0
H -4.7323 -3.1460 0.9216 0.2 0.0 0.1
H 0.0307 -4.2746 -0.0541 0.1 0.1 0.1
H -0.2602 -2.6895 -0.4317 0.1 -0.1 0.1
C 0.6828 -6.4230 4.6909 0.1 0.5 -0.3
C -0.5537 -5.5477 4.4296 0.4 -0.1 -0.1
C -0.1593 -4.2183 3.8075 0.3 0.3 -0.1
O -1.3211 -3.4222 3.7102 -0.1 -0.2 0.1
C -1.0661 -2.1735 3.1283 0.1 0.1 -0.5
N -1.5224 -6.2725 3.5966 0.1 0.4 0.0
H 1.5993 -5.8282 4.6157 -0.1 0.0 0.2
H 0.7837 -7.1887 3.9208 -0.2 -0.2 0.1
H 0.6591 -6.8709 5.6794 0.0 -0.2 -0.1
H -1.0286 -5.2953 5.3800 -0.1 -0.1 0.0
H 0.3070 -4.3723 2.8149 -0.2 -0.1 0.0
H 0.5939 -3.6711 4.3964 -0.1 -0.2 0.2
H -0.9675 -2.2695 2.0360 0.0 0.0 0.1
H -0.1309 -1.7394 3.4973 -0.1 0.1 0.1
H -1.9047 -1.5098 3.3346 0.0 0.0 0.1
H -2.1789 -5.5794 3.2418 -0.2 -0.2 0.1
H -1.0323 -6.6119 2.7721 0.0 -0.1 0.1
C 2.9324 4.8220 -1.5759 0.2 -0.2 0.0
C 3.6496 4.9481 -0.2442 -0.4 0.1 0.3
O 4.2663 6.2047 -0.0448 0.3 -0.1 -0.2
O 3.8129 4.3756 -2.6250 -0.2 0.1 0.0
H 2.5012 5.7843 -1.8591 -0.1 0.0 0.1
H 2.1239 4.0950 -1.4894 0.1 -0.1 -0.1
H 4.4436 4.2035 -0.1861 0.0 0.0 0.0
H 2.9382 4.7187 0.5599 0.1 0.1 0.0
H 3.6050 6.9015 -0.0954 -0.1 0.0 0.1
H 4.1698 5.1603 -3.0514 0.1 0.0 0.0
C 2.6573 0.9529 5.7714 0.1 -0.4 -0.1
C 2.2185 0.6208 4.3602 0.3 0.2 0.0
O 2.4407 -0.7556 4.1128 -0.1 0.0 0.1
O 4.0469 1.2452 5.8671 0.0 0.2 -0.1
H 2.4358 0.0886 6.4062 -0.3 0.1 0.0
H 2.0983 1.8165 6.1257 0.2 0.1 0.1
H 2.8400 1.2072 3.6665 -0.2 0.2 0.1
H 1.1717 0.9229 4.2298 0.0 -0.3 -0.1
H 2.1394 -0.9147 3.2092 0.1 -0.2 0.0
H 4.5295 0.4210 5.7560 0.0 0.0 0.0
C -3.8805 3.0877 -1.3308 0.6 0.2 -0.5
C -4.3388 1.6132 -1.2237 0.7 0.2 0.5
C -3.2049 0.7479 -0.6585 1.1 0.3 0.0
C -2.9390 0.9337 0.8234 -0.8 0.0 0.4
C -4.2515 0.6568 1.5606 0.5 -0.5 0.2
C -5.4272 1.5133 1.0980 0.0 0.1 0.3
N -5.4917 1.4326 -0.3633 -0.4 -1.1 -0.2
O -6.6043 2.1499 -0.8908 0.2 0.2 0.4
C -6.7100 0.8764 1.6520 -0.2 0.4 -0.7
C -5.3067 2.9430 1.6349 0.2 0.3 -0.1
C -4.6435 1.0668 -2.5956 -0.6 -0.1 -0.8
H -3.6748 3.3779 -2.3674 -0.3 -0.1 0.0
H -2.9131 3.2486 -0.8428 -0.2 0.0 0.3
H -4.6137 3.7874 -0.9428 0.0 0.0 0.0
H -3.3599 -0.3155 -0.8587 -0.3 0.0 0.0
H -2.2764 1.0023 -1.1900 -0.2 0.0 -0.2
H -2.5993 1.9432 1.0745 0.1 0.0 -0.2
H -2.1862 0.2204 1.1642 0.1 0.1 0.0
H -4.1218 0.7639 2.6425 -0.1 0.2 -0.1
H -4.4859 -0.4076 1.4278 -0.2 0.1 -0.2
H -6.6047 0.6511 2.7095 -0.1 0.0 0.1
H -7.5515 1.5538 1.4853 0.0 0.0 0.3
H -6.9491 -0.0156 1.0677 0.2 -0.2 0.3
H -6.2082 3.5122 1.4057 0.0 0.0 0.0
H -5.1496 2.9666 2.7153 -0.2 -0.2 0.0
H -4.4606 3.4711 1.1938 0.0 0.0 0.0
H -4.8063 -0.0120 -2.5792 -0.1 0.0 0.1
H -3.8342 1.2713 -3.3001 0.1 0.0 0.1
H -5.5436 1.5336 -3.0016 0.1 0.0 0.0
H -7.2945 1.4803 -0.8855 -0.1 0.0 -0.2
```
Forces are in eV/Å.

Energy above the lowest of the compared OMol25 structures with the same formula, charge and spin in eV: 0.000
LUMO level in eV: -3.8
Orbital gap in eV: 5.9
Charge: +1
Multiplicity: 1

***

DFT (ωB97M-V with the def2-TZVPD basis set) results for C30H75NO8 as an isolated structure in a non-equilibrium geometry.

```
114
Properties=species:S:1:pos:R:3:forces:R:3
C 2.4106 1.2737 -1.9907 -1.2 2.5 -0.6
C 1.8076 1.6965 -3.3960 0.1 -1.0 -0.9
C 0.9420 0.5381 -4.0248 1.1 -0.4 0.1
C -0.5083 0.3013 -3.6112 0.6 1.9 0.8
C -1.2140 1.6812 -3.4882 -0.5 -1.1 0.3
C -0.4113 2.8709 -2.8635 -0.3 0.8 -0.4
N 0.9222 2.9022 -3.5629 -1.0 -2.2 0.5
O 1.5884 4.0326 -3.1643 0.9 1.5 0.6
C -1.2016 4.1808 -3.3090 0.2 -0.7 0.1
C -0.3483 2.8208 -1.2828 -0.9 -0.1 -1.7
C 3.0290 1.9090 -4.3237 -0.6 1.2 0.1
H 1.7091 0.5476 -1.5797 0.6 1.7 0.1
H 2.5806 2.1790 -1.4080 -0.8 0.2 0.4
H 3.4139 0.8539 -1.9176 -1.1 1.0 -1.3
H 1.0011 0.7038 -5.1005 -0.2 0.0 -0.1
H 1.4671 -0.3934 -3.8134 0.2 0.0 -0.3
H -0.5655 -0.1838 -2.6367 0.1 -0.3 -0.2
H -0.9971 -0.2914 -4.3844 -0.1 -0.2 0.2
H -2.1343 1.5183 -2.9272 -0.1 0.2 0.5
H -1.6350 1.8174 -4.4843 0.5 1.1 -0.2
H -0.7001 5.1341 -3.1420 0.4 -0.2 0.1
H -1.4806 4.1203 -4.3610 0.3 -0.1 -0.1
H -2.1488 4.2927 -2.7814 0.0 -0.4 0.3
H 0.0979 3.6368 -0.7143 0.5 0.4 -0.8
H -1.3798 2.8489 -0.9316 -0.3 -0.3 0.0
H 0.1277 1.9399 -0.8520 -1.3 0.9 -2.2
H 3.7775 1.1183 -4.2731 -0.2 0.0 -0.1
H 3.4798 2.8564 -4.0281 0.4 -0.1 0.3
H 2.7150 2.1419 -5.3412 -0.1 -0.5 -0.2
H 1.2918 4.6560 -3.8314 0.4 0.4 0.0
C 2.4318 -2.5462 -0.3166 0.7 0.7 1.5
C 2.2079 -1.4932 -1.4162 2.5 -1.8 -0.6
C 3.5276 -1.0817 -2.1270 0.7 -1.3 2.1
O 1.4621 -2.2110 -2.3416 -0.4 2.6 -2.5
H 2.7759 -2.1318 0.6309 0.6 0.4 0.1
H 3.0951 -3.3749 -0.5647 0.0 0.2 -0.4
H 1.4984 -2.9883 0.0317 0.9 0.4 -1.1
H 1.6087 -0.6567 -1.0566 2.5 -1.6 -0.3
H 3.9786 -0.3356 -1.4727 0.3 -0.5 -0.2
H 3.4732 -0.7251 -3.1555 -0.1 -0.3 0.3
H 4.2580 -1.8750 -1.9677 -0.2 -0.6 -0.8
H 0.7309 -2.6089 -1.8634 1.0 0.5 -0.4
C -3.9302 0.7780 2.3417 -0.1 1.7 0.0
C -3.5818 -0.6480 2.6006 -3.2 -1.1 -1.0
C -4.8777 -1.4391 2.2367 0.7 -0.6 1.1
O -2.4220 -0.9713 1.8638 -17.0 -2.7 -3.7
H -4.4141 0.9958 1.3896 0.5 -0.5 -0.5
H -3.0546 1.4209 2.4309 0.0 0.3 0.1
H -4.7161 1.1606 2.9931 0.3 -0.2 0.7
H -3.4168 -0.7962 3.6679 0.3 -0.1 0.2
H -5.6480 -1.1565 2.9543 -0.1 0.0 0.1
H -4.6667 -2.4905 2.4319 -0.2 -0.2 -0.3
H -5.3228 -1.2994 1.2516 0.6 0.1 -0.2
H -2.1202 -1.8615 2.0589 -1.3 2.3 -0.6
C -1.0283 -2.9584 -1.1884 -0.4 -3.4 -1.1
C -0.4277 -4.2947 -1.6577 -1.6 -1.0 -2.9
C -0.7376 -4.5177 -3.1164 -2.4 0.3 -0.8
O 0.9105 -4.2002 -1.7103 3.2 -2.8 2.4
H -0.7788 -2.1508 -1.8765 -0.5 -0.4 -0.3
H -0.4986 -2.7607 -0.2565 -0.9 -2.3 -1.1
H -2.1108 -3.0527 -1.1018 0.0 0.2 0.3
H -0.6838 -5.1919 -1.0943 -0.6 0.3 0.5
H -0.4107 -3.6547 -3.6965 0.1 0.3 0.1
H -1.8240 -4.5359 -3.2032 -0.2 -0.3 -0.6
H -0.3009 -5.3739 -3.6306 0.0 -0.4 0.6
H 1.2900 -4.2829 -2.5883 -0.2 0.1 0.1
C 0.2298 5.2308 2.0645 -2.6 0.7 -1.6
C 1.2679 4.6345 2.8792 -0.3 -3.3 0.8
C 1.1639 3.0526 2.8350 1.7 6.2 -0.1
O 2.5336 4.9165 2.4212 1.4 0.8 -0.3
H -0.7301 4.7258 2.1725 -0.3 0.0 0.9
H 0.2960 5.0588 0.9902 1.0 0.3 -0.2
H 0.0435 6.2888 2.2487 0.1 0.1 -0.1
H 1.1308 4.9204 3.9221 0.1 0.2 0.3
H 2.0434 2.5941 3.2871 0.5 2.7 0.0
H 1.2131 2.6705 1.8154 0.7 1.8 1.6
H 0.2954 2.7011 3.3920 -0.5 1.2 -0.5
H 2.5528 5.8649 2.2738 0.4 0.2 -0.1
C 1.5723 0.9413 3.9013 1.2 -2.6 1.2
C 1.0773 -0.4752 3.8754 -1.5 0.3 -1.0
C -0.3613 -0.5740 4.3855 -1.4 -0.3 0.0
O 1.0077 -0.8467 2.4892 6.3 -1.6 2.7
H 1.6419 1.3027 4.9273 -0.3 0.4 0.2
H 1.1319 1.7051 3.2604 -0.8 -4.9 1.7
H 2.5986 0.9803 3.5363 0.5 -0.5 0.0
H 1.7111 -1.1435 4.4583 0.3 -0.3 -0.4
H -0.8992 -1.4173 3.9524 1.1 -0.1 0.5
H -0.9477 0.1688 3.8446 0.2 0.7 1.1
H -0.6352 -0.6338 5.4388 0.7 0.6 0.3
H 0.2723 -0.4328 2.0316 -0.2 0.2 1.7
C 0.2033 -3.2721 1.8152 0.4 -1.5 -0.5
C -1.2804 -3.2381 1.7255 0.6 -1.3 0.4
C -2.0505 -4.5292 1.5959 0.7 -1.2 -2.0
O -1.8348 -2.5803 2.8937 1.9 -6.3 4.0
H 0.6899 -2.3006 1.9017 -0.5 -0.4 0.7
H 0.5716 -3.6378 0.8567 -0.4 -1.0 0.6
H 0.5730 -3.9347 2.5977 0.0 -0.2 0.1
H -1.5075 -2.6321 0.8483 -0.6 -0.1 1.1
H -1.4691 -5.3015 1.0922 0.8 -0.1 0.4
H -2.7392 -4.4063 0.7600 -1.2 0.1 0.7
H -2.4289 -5.0201 2.4924 -0.3 0.5 0.0
H -1.6743 -3.2293 3.5826 -0.1 0.0 0.5
C 0.4217 1.4921 0.8545 0.9 -1.8 0.0
C -0.5608 0.3704 0.6793 0.5 -1.1 -0.7
C 0.0929 -0.8389 -0.0338 -1.0 3.0 -0.4
O -0.9167 -0.1268 1.9244 10.4 8.5 -1.7
H 1.0243 1.6292 -0.0433 0.6 0.0 1.4
H 1.1521 1.1539 1.5895 -0.4 -0.4 -0.3
H -0.0098 2.4254 1.2162 -0.8 -0.8 -1.1
H -1.3980 0.7607 0.1006 -0.5 -0.4 0.0
H 1.0079 -1.2448 0.3977 -0.9 1.0 0.5
H 0.3897 -0.3600 -0.9669 -1.3 -0.3 0.1
H -0.5177 -1.6914 -0.3314 0.3 4.2 1.4
H -1.8619 -0.1151 2.0923 0.0 2.2 0.6
```
Forces are in eV/Å.

Energy above the lowest of the compared OMol25 structures with the same formula, charge and spin in eV: 25.372
LUMO level in eV: 0.4
Orbital gap in eV: 8.1
Charge: 0
Multiplicity: 1